Below is a molecular structure, C4H4I2O in a non-equilibrium geometry, with properties calculated with wB97M-V/def2-TZVPD.

The geometry in XYZ format:
```
11
Properties=species:S:1:pos:R:3:forces:R:3
C -1.257918 -0.006276 -1.075687 -0.61 0.94 1.38
C -0.110562 -0.634426 -0.812125 0.32 -0.27 -5.82
C 0.768401 1.349429 0.872906 1.84 -4.25 1.01
C 0.401761 -0.832908 0.426392 1.60 2.02 4.62
O 1.685101 1.529657 1.559232 -0.42 0.78 -0.18
I -0.999885 -1.364663 1.942347 0.13 0.03 0.07
I 2.287883 -1.717028 0.760306 -0.37 0.14 -0.27
H -1.633286 0.286233 -2.022251 0.05 -0.17 -0.92
H -1.851738 0.405686 -0.226556 0.32 -0.65 -0.65
H 0.601255 -0.944183 -1.703075 -1.57 0.62 1.68
H 0.108988 1.928481 0.278511 -1.28 0.81 -0.93
```
Forces are in eV/Å.

multiplicity: 1
Kohn-Sham gap (spin up / spin down): 7.88 / 7.88 eV
energy above the lowest of the compared OMol25 structures with the same formula, charge and spin: 233.39 kJ/mol
max |F|: 5.8 eV/A

Here are the Löwdin charges for atoms 1 to 2, given in e: -0.07 -0.49

=====

Below is a single C4H4IN3O2 molecule in a non-equilibrium geometry, with properties calculated with wB97M-V/def2-TZVPD.

The geometry in XYZ format:
```
14
Properties=species:S:1:pos:R:3:forces:R:3
C 0.729521 -1.172222 0.065805 1.04 2.38 -0.21
C -0.571158 -0.923034 -0.104997 -0.03 -2.25 -0.11
C 0.964893 1.282859 -0.083550 0.05 -5.40 0.24
C -1.616437 -2.071691 0.126152 0.50 0.80 0.44
N -1.127669 0.248999 -0.213398 -1.79 2.58 -0.26
N -0.322667 1.304527 -0.163649 0.55 2.51 -1.64
N 1.734908 2.472741 -0.018184 -0.38 -0.25 0.45
O 2.932709 2.433185 -0.084766 0.74 -0.52 -0.32
O 1.090892 3.465445 0.194612 -0.96 2.09 0.08
I 2.326945 -2.369750 -0.086759 -0.39 0.28 0.04
H -1.992500 -1.646288 1.090933 -0.69 -0.82 -0.95
H -2.398576 -2.355985 -0.673481 1.44 1.03 1.29
H -1.023896 -2.925955 0.418943 -0.15 -0.61 -0.14
H -0.726959 2.257165 -0.467661 0.07 -1.82 1.10
```
Forces are in eV/Å.

multiplicity: 1
Kohn-Sham gap (spin up / spin down): 7.02 / 7.02 eV
energy above the lowest of the compared OMol25 structures with the same formula, charge and spin: 455.49 kJ/mol
max |F|: 5.4 eV/A

Here are the Löwdin charges for atoms 1 to 2, given in e: -0.57 -0.54